[1]
{"formula": "C5H6O2S", "method": "ωB97M-V with the def2-TZVPD basis set", "smiles": "S=C1C[C@@H]2CO[C@H]1O2", "lumo_energy_ev": -0.253, "e_tot_ha": -742.67747, "relative_energy_ev": 2.923, "charge": 0, "elements": ["S", "C", "C", "C", "C", "O", "C", "O", "H", "H", "H", "H", "H", "H"], "positions_angstrom": [[0.973, 0.353, -2.901], [0.727, 0.118, -1.306], [-0.286, -0.904, -0.674], [-0.125, -0.597, 0.785], [-1.000, 0.521, 1.028], [0.014, 1.545, 0.513], [1.158, 0.835, 0.048], [1.148, -0.298, 0.902], [0.095, -1.863, -1.046], [-1.241, -0.979, -1.053], [-0.479, -1.591, 1.321], [-1.830, 0.452, 0.222], [-1.226, 0.822, 2.000], [2.072, 1.587, 0.162]], "forces_ev_per_angstrom": [[0.2, 0.0, 1.5], [-1.5, 0.5, 0.1], [3.3, -0.4, -2.0], [-4.3, -7.2, 0.3], [0.5, 2.7, -3.7], [-0.9, 0.3, -0.2], [0.4, 1.3, -0.2], [4.5, 1.4, 1.4], [0.5, -0.2, 0.8], [-2.2, 0.8, -0.9], [1.2, 2.0, -0.3], [0.8, 0.6, 2.1], [-0.7, 0.3, 1.4], [-1.8, -2.2, -0.5]]}

=====

[2]
{"formula": "C5H6O2S", "method": "ωB97M-V with the def2-TZVPD basis set", "smiles": "O=C(C=S)[C@@H]1CCO1", "lumo_energy_ev": -1.361, "e_tot_ha": -742.69848, "relative_energy_ev": 2.351, "charge": 0, "elements": ["O", "C", "C", "S", "C", "C", "C", "O", "H", "H", "H", "H", "H", "H"], "positions_angstrom": [[1.491, 0.472, 1.864], [0.849, 0.036, 0.917], [0.152, -1.348, 1.005], [-1.355, -1.588, 0.422], [0.835, 0.899, -0.294], [-0.423, 1.803, -0.586], [-0.504, 0.995, -1.897], [0.653, 0.181, -1.570], [0.637, -2.056, 1.650], [1.796, 1.462, -0.296], [-0.257, 2.912, -0.649], [-1.339, 1.619, 0.051], [-0.335, 1.500, -2.822], [-1.430, 0.436, -1.906]], "forces_ev_per_angstrom": [[-1.0, -1.0, -0.5], [1.0, -0.3, 1.3], [-1.3, 1.6, -0.6], [1.3, 0.1, 0.4], [-0.3, 0.4, -1.8], [-0.5, 0.3, 0.4], [0.1, -0.1, 0.9], [-0.3, 0.7, 1.1], [0.4, -0.4, 0.2], [-0.7, -0.4, 0.1], [0.1, -1.2, 0.0], [1.3, 0.2, -0.5], [0.0, 0.5, -0.6], [-0.1, -0.4, -0.4]]}

=====

[3]
{"formula": "C5H6O3", "method": "ωB97M-V with the def2-TZVPD basis set", "smiles": "O=C1CCC(=O)C1O", "lumo_energy_ev": -0.058, "e_tot_ha": -419.72344, "relative_energy_ev": 3.156, "charge": 0, "elements": ["O", "C", "C", "C", "C", "O", "C", "O", "H", "H", "H", "H", "H", "H"], "positions_angstrom": [[-1.601, -1.100, 1.474], [-0.714, -0.522, 0.873], [0.067, 0.849, 1.079], [0.394, 1.356, -0.420], [0.117, 0.089, -1.146], [-0.225, -0.074, -2.338], [0.058, -1.037, -0.167], [-0.200, -2.472, -0.487], [0.875, 0.779, 1.904], [-0.744, 1.592, 1.608], [-0.294, 2.112, -0.625], [1.540, 1.558, -0.275], [1.206, -0.633, 0.067], [-0.481, -2.497, -1.547]], "forces_ev_per_angstrom": [[0.9, 1.6, -0.6], [-0.2, 0.6, 3.8], [-3.7, 2.3, 3.0], [3.1, -2.0, 3.8], [-2.7, -1.2, -5.1], [1.4, 0.8, 2.9], [3.3, -3.5, -2.8], [-0.1, 3.4, -3.9], [-1.0, -0.1, -1.8], [2.0, -1.5, -1.4], [-0.4, 1.5, -0.9], [-2.2, 0.3, -1.3], [-1.7, -2.6, 0.3], [1.2, 0.3, 4.0]]}

=====

[4]
{"formula": "C5H6O3", "method": "ωB97M-V with the def2-TZVPD basis set", "smiles": "C1O[C@@H]2O[C@H]1[C@@H]1O[C@H]21", "lumo_energy_ev": 0.975, "e_tot_ha": -419.64716, "relative_energy_ev": 5.231, "charge": 0, "elements": ["C", "O", "C", "O", "C", "C", "O", "C", "H", "H", "H", "H", "H", "H"], "positions_angstrom": [[0.659, 0.409, 1.109], [0.969, -0.916, 0.803], [0.603, -1.154, -0.593], [1.148, 0.226, -1.125], [0.341, 0.963, -0.330], [-1.126, 0.631, -0.403], [-1.304, -0.369, 0.676], [-1.074, -0.945, -0.522], [-0.097, 0.775, 1.948], [1.632, 0.704, 1.209], [1.273, -2.049, -0.728], [0.526, 1.997, -0.427], [-1.916, 1.381, -0.645], [-1.635, -1.653, -0.971]], "forces_ev_per_angstrom": [[-0.4, 2.2, -0.1], [-1.2, -2.5, -0.5], [0.8, 2.5, 3.0], [-1.0, -4.0, -1.5], [-1.3, 1.0, 2.7], [-0.1, -3.1, -0.6], [-3.3, 0.3, -0.1], [5.0, 3.8, -0.5], [1.9, -1.3, -1.6], [2.5, 2.1, 1.6], [-1.3, 0.9, -1.3], [0.4, 1.2, -0.2], [0.4, -1.2, 0.3], [-2.3, -1.9, -1.2]]}